82
Properties=species:S:1:pos:R:3 method="wB97M-V/def2-TZVPD" e_homo_ha="-0.287 / -0.302" lumo_ev="-3.2399 / -3.3059" charge=+1
C 3.50416 -0.06882 -4.07599
C 2.32500 0.62525 -3.77695
C 1.13776 0.08666 -4.27015
C 1.08797 -1.34317 -4.14771
C 2.27006 -2.06723 -4.45077
C 3.45144 -1.38959 -4.48270
C -0.18718 -1.95445 -4.10394
C -1.34973 -1.17127 -4.14807
C -1.20174 0.21383 -4.30007
C -2.36313 0.93336 -3.82191
C -3.60387 0.38983 -4.10794
C -3.70289 -0.94514 -4.48065
C -2.62591 -1.76643 -4.43654
H 4.46526 0.46108 -3.95487
H 2.18056 -3.15721 -4.59726
H 4.33724 -1.88458 -4.74882
H -0.23744 -3.00434 -3.69048
H -4.46662 1.02012 -4.00386
H -4.64609 -1.33268 -4.73247
H -2.67180 -2.86309 -4.57294
N -0.01067 0.78975 -4.57940
In 0.00423 -0.81415 -0.32065
C 2.29637 1.77126 -2.80347
H 1.49503 2.50820 -3.07043
H 3.24616 2.28685 -2.73809
C -2.13762 2.09705 -2.93544
H -1.28958 2.74006 -3.25774
H -3.04273 2.72353 -2.83551
P 1.89698 1.19418 -1.02077
P -1.67634 1.55126 -1.14415
C -3.35646 1.11200 -0.54361
H -3.28604 0.77339 0.50433
H -4.00728 1.99710 -0.59318
H -3.78049 0.30321 -1.14506
C -1.52098 3.20627 -0.40684
H -2.48756 3.71649 -0.40710
H -1.17261 3.11939 0.65068
H -0.78598 3.81191 -0.95881
C 3.45424 0.40879 -0.53738
H 4.26296 1.14733 -0.59978
H 3.38776 0.03688 0.47096
H 3.69483 -0.43128 -1.20807
C 1.99326 2.76155 -0.09659
H 1.58248 2.62275 0.91751
H 3.04384 3.05581 -0.00042
H 1.44220 3.55311 -0.59328
H -0.13450 -1.63229 -1.73365
H -0.14406 -2.38843 -0.99568
C 3.27977 -3.12683 4.45205
C 3.25808 -3.10944 3.05695
C 2.32841 -2.34681 2.35991
C 1.39492 -1.56607 3.09197
C 1.41336 -1.57465 4.49287
C 2.34805 -2.35111 5.17317
P 0.10562 -0.62988 2.21544
C -1.43379 -1.48230 2.69186
C -1.69294 -2.70865 2.05899
C -2.89404 -3.38167 2.28394
C -3.82831 -2.84901 3.18230
C -3.55146 -1.65345 3.85106
C -2.35145 -0.97043 3.61956
C 0.16670 1.02047 2.98671
C -0.96098 1.87752 2.93689
C -0.86937 3.18113 3.42155
C 0.32344 3.66734 3.96015
C 1.44215 2.83233 4.00163
C 1.38405 1.52557 3.51207
H 4.00556 -3.73746 4.99183
H 3.98550 -3.71419 2.49976
H 2.29710 -2.33683 1.27522
H 0.70196 -0.97363 5.05393
H 2.36026 -2.36021 6.25745
H -0.96788 -3.12062 1.35096
H -3.09952 -4.31851 1.77016
H -4.76768 -3.38270 3.36261
H -4.27496 -1.24799 4.56186
H -2.13574 -0.04853 4.15671
H -1.90301 1.49905 2.54750
H -1.75504 3.82545 3.38492
H 0.38216 4.67789 4.34328
H 2.38125 3.19437 4.42675
H 2.25735 0.88575 3.55373



13
Properties=species:S:1:pos:R:3 method="wB97M-V/def2-TZVPD" e_homo_ha=-0.361 lumo_ev=0.6782 e_above_lowest_kcal_mol=18.0
C 1.29959 0.75852 0.73510
C 0.20343 0.65137 -0.35227
C -0.41676 -0.78824 -0.41404
C -1.06170 -1.18789 0.84896
H 0.84946 0.58318 1.69734
H 2.00876 -0.03030 0.63697
H 1.81030 1.69742 0.64017
H -0.55631 1.41556 -0.18195
H 0.65520 0.79148 -1.33737
H 0.45076 -1.45996 -0.61463
H -2.38020 -0.04296 -1.78590
N -1.37861 -1.32828 1.99051
S -1.48392 -1.05990 -1.86288



61
Properties=species:S:1:pos:R:3 method="wB97M-V/def2-TZVPD" e_homo_ha=-0.393 lumo_ev=-3.7257 e_above_lowest_kcal_mol=23.8 charge=+1
Sn 0.27448 0.06459 -0.06926
S -1.38303 1.25727 -1.51197
C -1.22009 0.36585 -3.00980
C -1.64750 1.02922 -4.16473
C -1.59688 0.42425 -5.40573
C -1.07311 -0.85510 -5.54006
C -0.63583 -1.52381 -4.41273
C -0.73663 -0.94073 -3.15016
S -0.14237 -1.95538 -1.81347
C -1.65004 -2.81376 -1.24697
C -2.28403 -2.35313 0.03927
C -3.10888 -3.24336 0.72187
C -3.70829 -2.82563 1.89348
C -3.48439 -1.53254 2.34258
C -2.66543 -0.70669 1.59190
C -2.49658 0.73232 1.97262
S -0.81193 1.43914 1.99447
C 0.08204 0.63588 3.29425
C 0.30455 1.42432 4.42399
C 1.07377 0.96128 5.47294
C 1.65281 -0.29847 5.38408
C 1.48073 -1.06410 4.24662
C 0.70108 -0.61658 3.17448
S 0.57196 -1.68117 1.79876
N -2.06928 -1.12288 0.47494
H -2.02242 2.03961 -4.06567
H -1.95142 0.95942 -6.27650
H -0.99755 -1.32796 -6.50942
H -0.21626 -2.51872 -4.49432
H -1.35291 -3.85762 -1.15158
H -2.36351 -2.73307 -2.06741
H -3.26612 -4.24689 0.34961
H -4.34633 -3.49573 2.45398
H -3.94159 -1.17613 3.25546
H -2.92591 0.94059 2.95017
H -2.99203 1.35900 1.22651
H -0.14256 2.40936 4.46812
H 1.22594 1.58581 6.34212
H 2.25944 -0.67713 6.19602
H 1.95544 -2.03273 4.15833
C 4.26355 -0.48313 -5.69015
O 5.14507 -0.59955 -4.58313
C 4.66038 -0.36287 -3.35924
C 5.59289 -0.45900 -2.30322
C 5.18681 -0.24189 -1.02148
C 3.85326 0.10575 -0.70601
C 3.41316 0.23070 0.65837
C 4.31687 -0.24377 1.76836
O 2.29986 0.69102 0.98378
C 2.91821 0.21197 -1.77282
O 1.66186 0.54680 -1.60685
C 3.34357 -0.05357 -3.08727
H 4.87231 -0.66064 -6.57094
H 3.82547 0.51582 -5.74101
H 3.46579 -1.22797 -5.63825
H 6.61663 -0.71092 -2.54366
H 5.91999 -0.31438 -0.23046
H 4.68075 -1.24761 1.55655
H 3.76841 -0.23667 2.70723
H 5.17760 0.42173 1.85998
H 2.59632 0.02938 -3.86509



19
Properties=species:S:1:pos:R:3 method="wB97M-V/def2-TZVPD" e_homo_ha="-0.273 / -0.293" lumo_ev="0.2083 / -0.4915" e_above_lowest_kcal_mol=149.5
C -0.77983 -0.56801 -2.16259
C -0.91497 -1.21487 0.00879
C -0.83829 -1.34182 1.30747
C 0.54577 0.06292 -2.01473
C 0.42874 -1.71392 2.02799
C -0.29837 1.61437 -0.26162
N -1.34683 -1.24460 -1.17692
N 0.63449 0.62647 -0.62625
O 1.75707 0.52156 -0.05432
H -1.30270 -0.34240 -3.10712
H -1.59096 -0.81011 1.99733
H 1.38612 -0.66325 -1.96470
H 0.79561 0.92130 -2.74859
H 1.31295 -1.07099 1.66486
H 0.53187 -2.73069 1.90177
H 0.24364 -1.39663 3.12957
H 0.12153 2.62079 -0.54466
H -1.13340 1.51387 -0.83272
H -0.58821 1.47091 0.79820



99
Properties=species:S:1:pos:R:3 method="wB97M-V/def2-TZVPD" e_homo_ha=-0.320 lumo_ev=-7.3561 charge=+1
C 3.96353 2.53571 -1.40181
C 4.30188 1.06271 -1.11560
C 3.51462 0.08293 -2.00610
N 2.28263 -0.21996 -1.28411
C 1.14380 -0.64673 -2.06274
O 0.04007 -0.01657 -1.44157
C -1.03466 -0.85092 -1.22040
O -0.78423 -1.94767 -0.37771
C -2.24649 -0.04736 -0.72984
C -3.45302 -0.98418 -0.68715
C -4.82015 -0.33836 -0.41895
O -4.72820 0.93804 0.17243
C -5.94320 1.65295 0.12031
C -5.61045 3.13969 0.30649
O -2.42712 1.18468 -1.37583
C -2.98118 1.14556 -2.62925
O -2.11663 0.59557 -3.61466
P -3.31019 2.95681 -3.05132
O -1.81271 3.52957 -3.30508
Br -4.29567 2.77937 -5.06978
S -1.80459 0.35246 1.06200
C -2.20800 2.05872 1.42320
O -0.38701 0.22401 1.27937
O -2.60917 -0.43749 1.96197
H 4.75735 3.21387 -1.09331
H 3.73625 2.67591 -2.46197
H 3.04954 2.80281 -0.86764
H 5.38014 0.90302 -1.20063
H 4.03551 0.87129 -0.07842
H 3.35302 0.56585 -2.96810
H 4.11473 -0.83178 -2.09961
H 2.46224 -0.89598 -0.55613
H 1.07724 -1.74039 -2.04167
H 1.26273 -0.31023 -3.09551
H -1.31643 -1.26993 -2.20205
H -0.80294 -2.74810 -0.91025
H -3.52017 -1.46748 -1.67070
H -3.29770 -1.80003 0.01068
H -5.36648 -0.99445 0.27407
H -5.44366 -0.28709 -1.32201
H -6.57613 1.34705 0.96166
H -6.44127 1.53813 -0.84661
H -5.85660 3.50068 1.30590
H -6.17718 3.77544 -0.40758
H -4.54918 3.33714 0.15429
H -3.96108 0.65854 -2.71410
H -2.64600 0.36486 -4.38539
H -1.18602 2.78524 -3.32887
H -1.96126 2.71967 0.59528
H -3.22585 2.15685 1.77964
H -1.51594 2.30080 2.23125
F 0.90694 -0.47276 3.12051
C 3.71202 -1.50286 2.78382
N 4.92241 -0.63183 2.85369
O 5.62430 -0.69406 3.85500
O 5.13471 0.09029 1.91137
H 3.65469 -2.08640 3.69462
H 2.83779 -0.85475 2.68285
H 3.82581 -2.14362 1.91326
C 8.57041 -2.03923 3.15783
O 9.38177 -2.30301 2.00192
P 9.20397 -1.03986 0.64823
O 8.00933 -1.77581 0.12190
O 10.64533 -1.69413 0.04988
C 11.71958 -1.98765 0.96664
O 9.18273 0.24174 -0.38285
C 9.21469 0.03537 -1.79841
H 8.71027 -2.86498 3.87552
H 8.87706 -1.11112 3.63603
H 7.51428 -1.98111 2.88748
H 11.65202 -3.02641 1.31499
H 11.70501 -1.31245 1.82448
H 12.66676 -1.86810 0.44016
H 8.27197 -0.38291 -2.14268
H 10.03510 -0.60892 -2.10615
H 9.35763 1.01498 -2.25408
Ca 9.52340 -4.32666 2.66322
C -11.47331 1.96321 0.50697
C -10.81587 0.86575 1.33434
C -10.32837 -0.06949 0.24514
O -10.04715 0.76868 -0.89558
C -10.56006 2.01651 -0.70393
H -11.55802 2.91451 1.02844
H -12.47516 1.65800 0.18907
H -9.96589 1.27254 1.88557
H -11.48251 0.38705 2.04686
H -11.09676 -0.78817 -0.05234
H -9.43211 -0.62046 0.52435
H -9.63277 2.76221 -0.48327
H -11.05096 2.35018 -1.61783
O -3.66008 -2.13776 4.67148
H -3.21863 -2.80849 4.14311
H -3.24741 -1.31464 4.38368
F 9.11052 -2.96555 -2.25927
Cl -8.25370 3.63063 -0.91393
Mg 10.77203 -3.65701 -1.16498
O 0.56289 -4.33134 0.21960
H 0.55773 -4.99217 0.91814
H 0.37690 -3.49922 0.67900



11
Properties=species:S:1:pos:R:3 method="wB97M-V/def2-TZVPD" e_homo_ha=-0.365 lumo_ev=0.3611 e_above_lowest_kcal_mol=100.6
N 2.66520 1.11657 0.28966
C 1.59703 0.88102 -0.12627
O -0.69732 1.64315 0.71124
C -1.54070 0.82056 0.47808
C -0.42199 -1.61306 -0.17509
O 0.77012 -1.51514 -0.28602
H 3.62303 1.21719 0.53585
H -1.97352 0.68727 -0.53283
H -1.93131 0.15025 1.26850
H -0.89952 -1.84995 0.79396
H -1.10467 -1.47224 -1.03437



102
Properties=species:S:1:pos:R:3 method="wB97M-V/def2-TZVPD" s2=3.753 e_homo_ha="-0.498 / -0.498" lumo_ev="-4.6727 / -4.6082" spin_multiplicity=4 charge=+2
Er 0.16567 -0.26024 -0.69097
Cl 2.79697 -0.79824 0.00933
C 3.27527 -0.50254 1.65483
C 4.58497 -0.74354 2.03023
C 4.96377 -0.51274 3.34273
C 4.03507 -0.06894 4.27113
C 2.72667 0.16736 3.88853
C 2.33027 -0.02834 2.56493
P 0.61717 0.33036 2.01693
C 0.48017 2.13996 2.22133
C -0.74773 2.67756 1.83263
C -0.97423 4.03786 1.91563
C 0.03137 4.86946 2.38693
C 1.25007 4.33946 2.77503
C 1.48617 2.97726 2.68813
C -0.31563 -0.35214 3.42383
C -0.61963 0.38516 4.56463
C -1.22163 -0.24194 5.64163
C -1.52113 -1.59364 5.58383
C -1.24213 -2.32284 4.43803
C -0.64143 -1.70644 3.35543
H 5.29807 -1.11134 1.30893
H 5.98597 -0.68714 3.63913
H 4.33347 0.08886 5.29493
H 2.00447 0.50376 4.61843
H -1.52253 1.99316 1.49773
H -1.92913 4.45786 1.63373
H -0.14293 5.92946 2.48003
H 2.01747 4.99046 3.16473
H 2.44137 2.57766 2.99873
H -0.39003 1.43986 4.60943
H -1.45373 0.32756 6.52903
H -1.97473 -2.07764 6.43473
H -1.49193 -3.37154 4.39043
H -0.41703 -2.27614 2.46073
C -3.12033 -2.31274 -0.91027
N -3.76863 -1.20434 -0.26817
C -5.13573 -1.36234 0.18843
C -5.66783 0.06986 0.19613
N -4.50123 0.87786 -0.14027
C -4.56523 2.27236 0.23163
C -3.43373 0.09496 -0.43937
N -2.23313 0.44026 -0.87457
C -2.14333 1.74126 -1.54997
C -0.88993 1.79906 -2.43847
N 0.31057 1.96646 -1.60517
C 0.71697 3.18716 -1.33217
N 1.90667 3.36116 -0.68967
C 2.95427 2.37626 -0.67437
C 2.26787 4.75926 -0.56697
C 1.03587 5.47966 -1.10477
N 0.15017 4.40366 -1.52807
C -1.05213 4.85836 -2.18837
H -3.81453 -2.79784 -1.60177
H -2.78963 -3.04484 -0.17057
H -2.25373 -1.93574 -1.46727
H -5.14973 -1.81524 1.18383
H -5.69403 -2.00694 -0.49527
H -6.05513 0.35886 1.17563
H -6.45923 0.23026 -0.54137
H -5.11993 2.35866 1.16823
H -5.08703 2.85696 -0.53087
H -3.57843 2.68756 0.39853
H -2.04713 2.56116 -0.82697
H -3.03923 1.89766 -2.16377
H -0.98123 2.60176 -3.17297
H -0.79243 0.85466 -3.00267
H 2.73547 1.58766 -1.40427
H 3.07287 1.95266 0.32743
H 3.89767 2.85076 -0.95347
H 3.16227 4.96866 -1.16367
H 2.48177 5.00616 0.47663
H 1.27027 6.12806 -1.95467
H 0.53677 6.08106 -0.33827
H -1.33193 5.81086 -1.73597
H -1.88793 4.17886 -2.06467
H -0.87913 5.02986 -3.25507
C -1.65923 -4.72604 -3.22637
C -0.26083 -4.57584 -3.79487
C -0.18163 -3.56494 -4.92397
O 0.68747 -4.27244 -2.75247
P 1.09037 -3.03524 -1.87437
S -0.00123 -2.88194 -0.16447
S 1.17097 -1.28284 -2.91507
O 2.52777 -3.42104 -1.36027
C 3.47607 -4.45044 -1.75357
C 4.17707 -4.06994 -3.04247
C 2.83327 -5.82344 -1.82317
H -2.30443 -5.17384 -3.97627
H -2.06343 -3.75744 -2.94497
H -1.64393 -5.37104 -2.35137
H 0.09207 -5.55614 -4.13827
H -0.69523 -2.64304 -4.65587
H -0.63973 -3.98084 -5.81557
H 0.85707 -3.33134 -5.14817
H 4.18367 -4.41744 -0.91707
H 3.46387 -3.98384 -3.85917
H 4.89677 -4.84384 -3.29017
H 4.70247 -3.12524 -2.92977
H 2.32007 -5.97094 -2.76867
H 2.11927 -5.94744 -1.01197
H 3.60467 -6.58094 -1.72897



54
Properties=species:S:1:pos:R:3 method="wB97M-V/def2-TZVPD" e_homo_ha=-0.327 lumo_ev=-1.1792
C -2.46112 3.29638 3.62087
C -1.92849 2.82540 2.17280
C -0.74401 3.82611 1.66116
Cl -1.27489 4.35229 -0.05025
C 0.65138 3.06676 1.49475
C 1.59495 3.43199 0.49370
C 2.93541 2.52991 0.41023
O 4.07667 3.01423 0.25571
C 2.64796 0.94822 0.60306
C 3.35383 -0.14829 -0.33114
C 2.37555 -1.36569 -0.73684
O 2.13210 -2.31701 0.33394
C 3.29849 -3.03204 0.69455
O 3.18782 -3.85993 1.63597
C 1.72449 0.58862 1.63928
C 1.06375 1.82417 2.44722
O 0.91907 1.83128 3.69033
H -1.67589 3.96800 4.10123
H -2.68817 2.35207 4.22876
H -3.44955 3.84990 3.45526
H -1.62005 1.72840 2.15242
H -2.81373 2.92254 1.43825
H -0.64827 4.73693 2.33544
H 1.46102 4.27096 -0.25828
H 4.36821 -0.48330 0.06850
H 3.57809 0.40101 -1.32584
H 2.91175 -1.94015 -1.58259
H 1.39188 -0.93896 -1.15867
H 4.26122 -2.87914 0.10395
H 1.44608 -0.48046 1.90137
F -1.92047 1.67505 -2.70378
C -2.15522 2.46812 -3.76128
C -2.61758 1.90863 -4.94216
C -2.86556 2.73101 -6.03642
C -2.63808 4.10180 -5.94047
C -2.16891 4.65173 -4.75096
C -1.93120 3.83160 -3.65290
H -2.78088 0.83880 -5.00056
H -3.23485 2.30468 -6.96292
H -2.82767 4.74200 -6.79610
H -1.98837 5.71898 -4.67905
H -1.57433 4.24348 -2.71637
F -2.46640 -7.71134 1.43909
C -1.29529 -7.08910 1.65397
C -0.55749 -7.39884 2.78561
C 0.65800 -6.75773 3.00527
C 1.11637 -5.80648 2.09617
C 0.36410 -5.50042 0.96614
C -0.84613 -6.14895 0.73999
H -0.93399 -8.13551 3.48591
H 1.24717 -6.99814 3.88378
H 2.06154 -5.30387 2.26992
H 0.72023 -4.75645 0.26124
H -1.44055 -5.92926 -0.13929